The following is a DFT calculation (ωB97M-V with the def2-TZVPD basis set) of 11 unconnected molecules or ions with the total composition C42H100BBr2N5O15S10.

Atoms and positions in Å:
C -9.7369 -4.1349 -4.4500
C -8.4157 -4.8113 -5.1622
C -6.9760 -4.2778 -4.5357
C -7.1375 -2.7895 -3.8477
C -5.6948 -2.1067 -3.4033
C -6.0478 -1.1021 -2.1249
C -4.9479 0.1221 -2.1946
C -4.3335 0.5353 -0.7066
C -3.2530 -0.6328 -0.2707
N -2.2039 -0.1452 0.6896
B -2.5397 -0.3203 2.1924
O -3.0001 0.7975 3.0557
O -2.4064 -1.7133 2.7292
C -1.0128 0.4605 0.4219
N -0.1530 0.8981 1.6118
C 1.0265 1.4635 0.8481
C 2.2572 2.0945 1.7285
O 2.0440 3.3177 2.2889
O 3.5615 1.4411 1.9942
N 0.7947 1.3247 -0.6405
C 1.8850 1.8054 -1.5717
Br 3.6439 0.8041 -1.3133
C 2.2288 3.4331 -1.3982
C 0.8791 4.3275 -1.0367
Br 3.0546 4.1682 -3.1119
N -0.4581 0.7422 -0.9417
C -0.9147 0.5088 -2.3527
C -0.5958 -1.0316 -2.8760
C 0.4368 -1.8631 -1.8965
C -0.3132 -2.7311 -0.7139
N 0.1908 -4.1492 -0.5554
C 1.7236 -4.1846 -0.3930
C -0.3096 -4.5720 0.8417
C -1.8174 -5.2127 1.1119
O 0.4572 -4.4278 1.9569
H -9.5533 -4.2002 -3.2727
H -10.7581 -4.6447 -4.7366
H -9.8004 -2.9924 -4.7716
H -8.4790 -5.9825 -4.9875
H -8.4710 -4.6491 -6.3218
H -6.1743 -4.3076 -5.4133
H -6.6148 -5.0750 -3.7434
H -7.8237 -2.7883 -2.8849
H -7.5733 -2.0773 -4.6955
H -5.1812 -1.5210 -4.3008
H -4.9127 -2.9286 -3.0732
H -6.0556 -1.6609 -1.0930
H -7.1162 -0.6294 -2.3508
H -4.0970 -0.1851 -2.9601
H -5.4252 1.1167 -2.6507
H -5.2133 0.6179 0.0952
H -3.8069 1.5805 -0.7275
H -2.8559 -1.1560 -1.2392
H -3.8935 -1.4604 0.3043
H -3.9826 0.9882 2.8501
H -2.3438 -1.6625 3.7286
H 1.6398 1.6730 -2.7217
H 2.9902 3.6318 -0.5124
H -0.1188 3.7998 -1.3486
H 0.9779 5.3922 -1.5632
H 0.8175 4.5668 0.1249
H -2.0960 0.6355 -2.4687
H -0.4471 1.2261 -3.1629
H -1.5877 -1.6708 -3.0507
H -0.0841 -0.9763 -3.9498
H 0.9805 -2.6554 -2.6050
H 1.3229 -1.1842 -1.4750
H -1.4932 -2.8170 -0.8702
H -0.0945 -2.1791 0.3120
H 2.0896 -3.2715 0.2454
H 2.0365 -5.2355 0.0429
H 2.1390 -4.1453 -1.5113
H -2.5247 -5.1369 0.1733
H -1.7615 -6.3595 1.4266
H -2.3864 -4.6717 2.0040
C 1.0714 -4.1923 4.8367
S 0.2490 -4.8026 6.3279
O -1.2188 -4.8905 6.0296
C 0.5154 -3.3079 7.3116
H 0.9952 -4.9573 4.0603
H 0.5869 -3.2762 4.4908
H 2.1248 -4.0013 5.0530
H 0.0652 -2.4467 6.8125
H 1.5870 -3.1459 7.4467
H 0.0453 -3.4469 8.2882
C -1.7040 7.2947 1.0402
S -1.7894 8.0712 -0.5915
O -1.1592 7.1280 -1.5735
C -0.5850 9.3747 -0.2399
H -2.3581 6.4195 1.0429
H -0.6791 6.9811 1.2518
H -2.0446 8.0022 1.7993
H 0.3705 8.9321 0.0509
H -0.9623 10.0138 0.5613
H -0.4469 9.9725 -1.1440
C -0.8150 0.3363 10.8031
S 0.5429 -0.8081 10.4581
O 1.5467 -0.6636 11.5638
C 1.1817 0.0892 9.0229
H -1.3408 -0.0081 11.6968
H -0.4221 1.3404 10.9788
H -1.5074 0.3464 9.9585
H 1.4510 1.1085 9.3090
H 0.4238 0.1075 8.2368
H 2.0701 -0.4305 8.6561
C 7.4249 -0.5659 0.8100
S 7.3381 0.0929 -0.8725
O 6.1621 -0.5488 -1.5482
C 8.8295 -0.7362 -1.4736
H 6.5579 -0.2058 1.3691
H 7.4111 -1.6581 0.7850
H 8.3383 -0.2128 1.2936
H 8.7285 -1.8177 -1.3572
H 9.6968 -0.3776 -0.9151
H 8.9571 -0.4963 -2.5319
C 3.8332 2.4586 14.0735
S 2.2380 2.2204 13.2543
O 1.7400 3.5721 12.8348
C 1.3320 1.7464 14.7468
H 4.5580 2.7987 13.3299
H 3.7410 3.2116 14.8597
H 4.1703 1.5109 14.4989
H 1.3947 2.5436 15.4912
H 1.7511 0.8220 15.1502
H 0.2853 1.5819 14.4798
C 5.7265 6.9844 -1.6327
S 4.9041 6.3741 -0.1415
O 3.4363 6.2862 -0.4398
C 5.1705 7.8689 0.8422
H 5.6503 6.2194 -2.4091
H 5.2420 7.9005 -1.9786
H 6.7799 7.1754 -1.4164
H 4.7203 8.7300 0.3431
H 6.2420 8.0308 0.9773
H 4.7004 7.7299 1.8187
C 2.4144 1.3138 -5.7394
S 0.8321 1.9433 -6.3498
O -0.1768 1.7666 -5.2534
C 0.5605 0.6232 -7.5567
H 2.7632 1.9697 -4.9381
H 2.2885 0.3012 -5.3491
H 3.1454 1.3153 -6.5509
H 0.5492 -0.3465 -7.0538
H 1.3522 0.6474 -8.3085
H -0.4040 0.7903 -8.0424
C -4.2327 -7.8719 7.5857
S -4.3195 -7.2131 5.9032
O -5.4955 -7.8548 5.2276
C -2.8281 -8.0422 5.3022
H -5.0996 -7.5118 8.1448
H -4.2465 -8.9641 7.5607
H -3.3193 -7.5188 8.0693
H -2.9290 -9.1237 5.4185
H -1.9608 -7.6836 5.8607
H -2.7004 -7.8023 4.2438
C -0.2842 4.0625 -9.5693
S 1.0737 2.9180 -9.9143
O 2.0775 3.0626 -8.8087
C 1.7125 3.8154 -11.3495
H -0.8100 3.7181 -8.6756
H 0.1087 5.0666 -9.3937
H -0.9766 4.0726 -10.4139
H 1.9818 4.8347 -11.0634
H 0.9546 3.8336 -12.1356
H 2.6009 3.2957 -11.7164
C 4.9618 -1.6721 -9.7717
S 3.3666 -1.9103 -10.5908
O 2.8686 -0.5586 -11.0104
C 2.4606 -2.3843 -9.0983
H 5.6866 -1.3320 -10.5153
H 4.8696 -0.9191 -8.9855
H 5.2988 -2.6198 -9.3463
H 2.5233 -1.5872 -8.3540
H 2.8797 -3.3087 -8.6950
H 1.4139 -2.5488 -9.3654

## Properties
**Gap between HOMO and LUMO**: 7.622 eV
**Largest force on an atom**: 8.52 eV/Å
**LUMO energy**: 0.1 eV
**Calculated total energy**: -332431.517 eV

Mulliken population analysis, charges in e, atoms 1 to 4: -0.797 -0.431 -0.485 -0.540

The following is a DFT calculation (ωB97M-V with the def2-TZVPD basis set) of a molecular structure, C42H105Cl3N7O14Y.

Atoms and positions in Å:
Y 2.7260 0.3843 -1.4595
Cl 0.3480 0.7630 -0.3249
Cl 4.4770 0.8012 0.6635
Cl 3.2978 2.6143 -2.7870
C -1.0274 -4.6971 -1.3348
O -1.2244 -3.7361 -2.4038
C -2.1629 -2.7352 -2.1374
C -2.4147 -1.7792 -3.3310
N -1.3322 -0.8370 -3.5378
C -1.7794 0.1627 -4.5101
C -0.5835 0.9869 -5.0221
O 0.0712 1.7030 -4.0340
C -0.7147 2.7516 -3.3439
H -0.9586 -4.1613 -0.3881
H -0.1055 -5.2676 -1.4480
H -1.8567 -5.3943 -1.2150
H -1.8738 -2.1316 -1.2770
H -3.0020 -3.3860 -1.8914
H -3.2657 -1.1351 -3.1099
H -2.5828 -2.4093 -4.2044
H -1.2836 -0.3565 -2.6508
H -2.6275 0.7560 -4.1681
H -2.0447 -0.4217 -5.3911
H -1.0064 1.6770 -5.7522
H 0.2034 0.4164 -5.5156
H -0.1333 3.1719 -2.5233
H -1.6872 2.4394 -2.9633
H -0.7980 3.5607 -4.0695
C 5.9183 0.0342 -2.6819
O 4.5397 -0.3989 -2.7339
C 4.3197 -1.0727 -3.9464
C 2.8976 -0.8194 -4.4009
N 1.8848 -0.7943 -3.3286
C 1.5868 -2.1807 -2.8254
C 2.5271 -2.8696 -1.7858
O 2.8858 -1.9030 -0.7706
C 3.4344 -2.4895 0.3827
H 6.3079 0.4080 -3.6288
H 6.6702 -0.6940 -2.3775
H 5.9581 0.8446 -1.9540
H 4.4549 -2.1535 -3.9075
H 4.9829 -0.6929 -4.7236
H 2.5534 -1.4831 -5.1941
H 2.8074 0.1820 -4.8217
H 1.0213 -0.5506 -3.7925
H 1.3716 -2.8321 -3.6724
H 0.5927 -2.1336 -2.3807
H 3.5370 -3.1228 -2.1083
H 1.9625 -3.7465 -1.4690
H 3.4036 -1.8554 1.2688
H 4.4661 -2.8304 0.2958
H 2.8383 -3.3724 0.6134
C -2.2399 -9.0665 1.3866
O -1.3929 -7.9469 1.6331
C -0.1606 -7.9754 0.9401
C 0.5090 -6.6084 1.1605
N 0.9451 -6.4376 2.5075
C 1.5141 -5.0932 2.8458
C 0.5057 -3.9285 2.9810
O 0.1414 -3.3212 1.7645
C -0.5871 -2.1202 1.8828
H -3.0190 -9.1308 2.1462
H -1.7038 -10.0127 1.3128
H -2.7477 -8.8573 0.4451
H -0.2571 -8.1134 -0.1368
H 0.4186 -8.8156 1.3232
H -0.2082 -5.8486 0.8499
H 1.3876 -6.5463 0.5185
H 0.1712 -6.6278 3.1279
H 2.2900 -4.8057 2.1363
H 2.0025 -5.1186 3.8200
H 0.8162 -3.1633 3.6925
H -0.3772 -4.4004 3.4122
H -0.9685 -1.6758 0.9635
H 0.0303 -1.3709 2.3782
H -1.5205 -2.1920 2.4412
C 1.5130 1.3944 4.0154
O 2.0346 0.3636 4.8314
C 3.3891 0.0545 4.5141
C 4.0086 -0.8289 5.6047
N 3.3891 -2.1556 5.5300
C 3.8289 -2.9622 6.6205
C 2.9629 -4.2418 6.8171
O 1.5283 -4.1300 6.6355
C 0.8904 -3.3166 7.6033
H 1.5260 1.0904 2.9688
H 2.1346 2.2786 4.1565
H 0.5227 1.6592 4.3859
H 3.9360 0.9854 4.3642
H 3.4803 -0.3756 3.5167
H 4.0414 -0.4000 6.6062
H 5.0626 -0.9112 5.3392
H 2.3822 -2.1388 5.4520
H 3.7820 -2.4329 7.5723
H 4.8931 -3.1967 6.5955
H 3.1935 -4.7561 7.7500
H 3.2865 -4.8427 5.9672
H 0.9821 -3.5408 8.6661
H -0.1849 -3.3694 7.4330
H 1.1694 -2.2826 7.4006
C 4.7408 8.1270 -3.0817
O 3.4312 7.5927 -2.7449
C 2.9063 6.6453 -3.6377
C 1.4720 6.3232 -3.2586
N 0.4956 7.3851 -3.5252
C -0.9480 7.0079 -3.3820
C -1.2900 6.3080 -2.0885
O -2.6488 5.8346 -2.1590
C -3.0774 5.3105 -0.8829
H 5.1572 8.4798 -2.1381
H 4.7997 8.9560 -3.7869
H 5.4116 7.3075 -3.3398
H 3.5547 5.7968 -3.4192
H 2.9816 6.8403 -4.7074
H 1.5548 5.9537 -2.2365
H 1.1005 5.4862 -3.8498
H 0.7821 8.1528 -2.9347
H -1.3171 6.4383 -4.2349
H -1.5358 7.9259 -3.3764
H -1.1474 7.0306 -1.2850
H -0.5666 5.5270 -1.8542
H -2.9977 6.0828 -0.1178
H -2.3687 4.5410 -0.5767
H -4.0720 4.8721 -0.9643
C -4.8218 2.5598 -3.0907
O -4.3578 1.4118 -2.4607
C -4.0686 1.6178 -1.1176
C -3.7891 0.3027 -0.4196
N -4.9560 -0.5755 -0.3972
C -4.7986 -1.8514 0.3374
C -6.0235 -2.7937 -0.0024
O -6.1988 -3.0143 -1.4145
C -7.5423 -3.4235 -1.7502
H -5.5864 3.0282 -2.4708
H -5.3087 2.3690 -4.0471
H -3.9669 3.2256 -3.2094
H -4.9297 2.1079 -0.6633
H -3.1342 2.1782 -1.1479
H -3.5135 0.4543 0.6240
H -2.9086 -0.0906 -0.9277
H -5.3929 -0.7165 -1.2968
H -4.7717 -1.6084 1.3996
H -3.9530 -2.4492 -0.0028
H -6.9637 -2.3991 0.3827
H -5.8559 -3.7448 0.5031
H -7.7464 -3.2231 -2.8020
H -8.3263 -2.8016 -1.3183
H -7.7528 -4.4685 -1.5226
C -4.4669 1.6089 3.4645
O -3.6879 2.7267 3.1385
C -2.2941 2.4029 3.1090
C -1.5545 3.5134 2.3332
N -0.0981 3.2438 2.1723
C 0.5011 4.4529 1.4870
C 1.9039 4.2365 1.0957
O 2.4973 5.4808 0.7692
C 3.6095 5.2127 -0.0295
H -5.4667 1.9220 3.7656
H -4.0572 0.9739 4.2500
H -4.6314 0.9973 2.5774
H -2.0620 1.4914 2.5581
H -1.8531 2.1957 4.0840
H -1.7435 4.5308 2.6758
H -1.9660 3.4709 1.3248
H 0.0282 2.6484 1.3663
H 0.6403 5.1978 2.2705
H -0.1205 4.8293 0.6747
H 1.9483 3.4975 0.2957
H 2.4126 3.7920 1.9512
H 4.1116 6.1798 -0.0555
H 3.4953 4.9759 -1.0873
H 4.2197 4.4181 0.3998

## Properties
**Gap between HOMO and LUMO**: 8.540 eV
**Largest force on an atom**: 2.77 eV/Å
**LUMO energy**: 0.1 eV
**Calculated total energy**: -122959.270 eV

Mulliken population analysis, charges in e, atoms 1 to 4: -0.042 0.005 -0.652 -0.633

Q: Which value of largest force on an atom does entry 2 give?
A: 2.77 eV/Å

Q: Look up the LUMO energy of the first one.
A: 0.1 eV

Q: What is the formula in the first record?
A: C42H100BBr2N5O15S10